Record 1
{"formula": "C4H4BrClS", "method": "wB97M-V/def2-TZVPD", "symbols": ["Cl", "C", "Br", "C", "C", "C", "S", "H", "H", "H", "H"], "positions_angstrom": [[0.5223, 0.1215, 2.6045], [0.4464, -0.5653, 0.9679], [1.2438, -2.2936, 0.8562], [0.8474, 0.3651, -0.1138], [-0.3138, 0.6851, -0.8940], [-1.5029, 0.0647, -0.8191], [-1.5513, -0.9427, 0.6037], [1.7677, -0.2033, -0.6180], [1.3361, 1.2179, 0.3936], [-0.2923, 1.3354, -1.7165], [-2.5032, 0.2153, -1.2645]], "mulliken_charge": [-0.1415, 0.2294, -0.0397, -0.6237, -0.4498, -0.1968, -0.0740, 0.2792, 0.3061, 0.3609, 0.3501], "smiles": "Cl[C@]1(Br)CC=CS1", "energy_ev": -97611.241, "orbital_gap_ha": 0.3246}

Record 2
{"formula": "C4H4BrFO", "method": "wB97M-V/def2-TZVPD", "symbols": ["F", "C", "Br", "C", "C", "C", "O", "H", "H", "H", "H"], "positions_angstrom": [[-0.1200, -2.1582, -0.5623], [0.4895, -1.0912, -0.0329], [2.4092, -1.3678, -0.1158], [-0.0345, 0.3689, -1.0416], [-0.5994, 1.1443, 0.0868], [-0.6355, 0.4409, 1.2217], [0.0645, -0.7946, 1.2577], [-0.5455, -0.1710, -1.7633], [0.9816, 0.6685, -1.2976], [-1.2208, 1.9819, 0.1427], [-0.7890, 0.9783, 2.1046]], "mulliken_charge": [-0.2194, 0.5190, -0.1673, -0.7304, -0.2640, -0.2727, -0.3426, 0.3499, 0.3275, 0.3838, 0.4160], "smiles": "F[C@@]1(Br)CC=CO1", "energy_ev": -79018.045, "orbital_gap_ha": 0.3847}

Record 3
{"formula": "C4H4BrN", "method": "wB97M-V/def2-TZVPD", "symbols": ["C", "C", "C", "C", "N", "Br", "H", "H", "H", "H"], "positions_angstrom": [[-0.8472, 1.9504, 0.0040], [-0.9839, 0.4470, 0.0111], [-2.3111, 0.6245, 0.0084], [-0.0554, -0.7017, 0.0060], [-2.0822, 2.2618, -0.0060], [-3.8624, -0.3491, -0.0008], [-0.0006, 2.6178, 0.0029], [0.3388, -0.8581, -0.9997], [-0.5752, -1.6036, 0.3263], [0.7878, -0.5092, 0.6683]], "mulliken_charge": [-0.2043, 0.6932, -0.0992, -0.9929, -0.5515, -0.1012, 0.3971, 0.2485, 0.3148, 0.2955], "energy_ev": -75741.764, "orbital_gap_ha": 0.3187}

Record 4
{"formula": "C4H4Cl12", "method": "wB97M-V/def2-TZVPD", "symbols": ["Cl", "C", "Cl", "Cl", "H", "Cl", "C", "Cl", "Cl", "H", "Cl", "C", "Cl", "Cl", "H", "Cl", "C", "Cl", "Cl", "H"], "positions_angstrom": [[10.4445, 3.5572, 8.9769], [10.6807, 5.1847, 8.2615], [10.2727, 5.1569, 6.5293], [12.2416, 5.9690, 8.5480], [9.8458, 5.8141, 8.7190], [6.6680, 6.1703, 9.2558], [6.5523, 6.5425, 7.5017], [5.7552, 8.0214, 7.2962], [5.7450, 5.1624, 6.7323], [7.5731, 6.5282, 7.1281], [9.3419, 9.1538, 6.2865], [9.4123, 10.4686, 7.5434], [8.7905, 9.6534, 9.0945], [8.6608, 11.9852, 7.1931], [10.4607, 10.6989, 7.4962], [12.7757, 10.6205, 5.9469], [12.8460, 12.3651, 5.6874], [12.3644, 13.1494, 7.1236], [11.8231, 12.9088, 4.3472], [13.9418, 12.5014, 5.5516]], "mulliken_charge": [-0.1218, 0.2812, -0.1327, -0.1075, 0.0825, -0.1616, 0.4846, -0.0812, -0.1391, -0.1148, -0.1186, 0.3045, -0.1239, -0.0945, 0.0161, -0.1173, 0.0323, -0.0987, -0.1046, 0.3150], "smiles": "ClC(Cl)Cl.ClC(Cl)Cl.ClC(Cl)Cl.ClC(Cl)Cl", "energy_ev": -154481.099, "orbital_gap_ha": 0.4142}

Record 5
{"formula": "C4H4Cl2", "method": "wB97M-V/def2-TZVPD", "symbols": ["C", "C", "C", "C", "Cl", "Cl", "H", "H", "H", "H"], "positions_angstrom": [[0.5150, 0.4669, -1.9035], [0.1331, 0.2391, -0.6042], [-0.1038, 0.1592, 0.5455], [-0.3702, -0.3056, 1.9229], [0.6141, -1.5660, 2.3671], [-2.0781, -0.9457, 2.0864], [0.3732, 1.6071, -2.3186], [1.4025, 0.0753, -2.2628], [-0.2975, -0.2939, -2.5028], [-0.1883, 0.5635, 2.6700]], "mulliken_charge": [-1.2810, 0.3896, -0.0177, 0.1108, -0.1255, -0.1773, 0.2331, 0.3373, 0.2396, 0.2910], "smiles": "CC#CC(Cl)Cl", "energy_ev": -29254.600, "orbital_gap_ha": 0.3956}

Record 6
{"formula": "C4H4Cl2FeHoN2O3S", "method": "wB97M-V/def2-TZVPD", "symbols": ["Ho", "Fe", "Cl", "Cl", "C", "C", "C", "O", "O", "O", "N", "C", "N", "S", "H", "H", "H", "H"], "positions_angstrom": [[2.8012, 5.9912, -0.5897], [-0.3165, -0.7000, -0.0767], [4.7421, 4.7322, -0.8287], [-1.9629, -0.0833, -1.3316], [-1.5037, -1.7260, 1.2442], [4.0267, 7.8882, -0.3100], [1.2317, 7.5050, -0.2241], [-2.2499, -2.2410, 1.9581], [4.7248, 8.7694, -0.1740], [0.3346, 8.1682, -0.0409], [-0.4744, -5.3590, 0.3644], [-1.3895, -4.4377, 0.0699], [-2.6724, -4.6691, -0.2161], [-0.7217, -2.8698, -0.1452], [-0.7241, -6.3095, 0.3861], [0.4916, -5.1205, 0.5704], [-3.3331, -3.9377, -0.4390], [-3.0045, -5.6006, -0.2168]], "mulliken_spin": [4.0364, 3.7548, -0.0343, 0.3599, 0.1873, -0.0033, -0.0037, 0.2097, 0.0005, 0.0042, 0.0475, 0.0272, 0.0105, 0.4038, 0.0005, -0.0029, 0.0011, 0.0006], "s2": 24.780, "multiplicity": 10, "charge": 4, "energy_ev": -109354.093, "orbital_gap_ha": [0.2587, 0.2632]}

no.,M (u),largest force on an atom (eV/A)
1,199.5,3.90
2,167.0,5.72
3,146.0,2.17
4,477.5,2.27
5,123.0,6.91
6,451.8,7.80